DFT (ωB97M-V/def2-TZVPD) results for C12H19BeGeNO4Se as an isolated structure.

The geometry in XYZ format:
```
39
Properties=species:S:1:pos:R:3:nbo_charge:R:1
Be 0.000 0.000 0.000 1.4788
O -3.340 1.349 0.889 -0.6328
C -2.064 1.048 0.601 0.7770
O -1.626 -0.093 0.511 -0.6776
C -1.131 2.150 0.448 0.0857
C -1.199 3.419 0.983 -0.2066
C 0.019 4.088 1.153 -0.1350
C 1.223 3.406 0.916 -0.1890
C 1.143 2.123 0.400 0.1653
N -0.017 1.601 0.000 -0.6299
C 2.168 1.046 0.542 0.7077
O 3.384 1.364 0.725 -0.6320
O 1.628 -0.110 0.511 -0.8196
H -3.727 0.452 0.971 0.5052
H -2.132 3.831 1.342 0.2502
H 0.043 5.080 1.596 0.2341
H 2.182 3.809 1.220 0.2655
C -0.341 1.299 6.970 -1.1037
Ge 0.360 0.380 5.407 1.6581
C 0.255 -1.539 5.695 -1.1084
C 2.216 0.892 5.142 -1.1068
C -0.690 0.887 3.849 -1.0841
Se 0.000 0.000 2.253 0.3116
C -1.406 -1.349 2.251 -0.7670
H 0.256 1.018 7.861 0.2361
H -1.400 1.008 7.125 0.2289
H -0.277 2.396 6.812 0.2281
H 0.849 -1.810 6.592 0.2363
H 0.662 -2.069 4.810 0.2462
H -0.804 -1.832 5.850 0.2265
H 2.807 0.612 6.038 0.2349
H 2.278 1.988 4.984 0.2255
H 2.622 0.366 4.253 0.2547
H -0.642 1.985 3.697 0.2277
H -1.756 0.628 4.015 0.2334
H -1.435 -1.878 3.226 0.2086
H -1.171 -2.099 1.468 0.2701
H -2.384 -0.883 2.012 0.1782
H 0.000 -1.428 0.000 -0.5819
```

- Electronic energy: -5317.3596 Eh
- Energy above the lowest of the compared OMol25 structures with the same formula, charge and spin: 68.4 kcal/mol